Record 1
Below is one molecule with the formula C26H32N2O4, with properties calculated with ωB97M-V with the def2-TZVPD basis set.

Computed properties:
HOMO = -0.3023 Eh
strongest force on any atom = 0.015 Eh/bohr

Geometry as ORCA input:
```
! wB97M-V def2-TZVPD RIJCOSX def2/J DEFGRID3
* xyz 0 1
O 2.493 -0.637 2.189
O 3.437 1.436 0.734
O -1.432 2.955 -0.203
O 0.379 -2.670 -3.033
N -0.446 -3.313 -1.034
N -1.084 0.818 2.487
C -1.931 0.033 -2.389
C 1.619 -0.117 3.189
C 1.241 1.357 3.017
C 1.124 -1.491 -1.112
C -1.497 -5.595 -0.762
C -2.236 0.798 0.273
C 2.381 0.560 -1.278
C -0.799 -0.604 2.466
C 0.475 3.650 -1.537
C 2.677 0.518 0.079
C -1.276 -4.344 -1.559
C 1.438 -1.548 0.244
C -2.492 -0.845 -1.483
C -2.292 1.159 1.740
C -2.627 -0.459 -0.160
C 0.332 -2.531 -1.824
C -1.718 1.702 -0.668
C 2.165 -0.542 0.857
C -1.551 1.303 -1.989
C 0.080 1.567 2.050
C 0.982 4.018 -2.698
C -2.616 -4.607 -0.942
C -0.934 3.926 -1.097
C 1.601 -0.421 -1.858
C 0.344 -0.943 3.421
C 4.134 2.398 -0.020
H 0.380 1.279 1.029
H -3.439 -4.869 -1.588
H 2.249 -0.214 4.083
H -3.061 -1.143 0.556
H 2.114 1.913 2.675
H -1.698 -1.134 2.797
H -2.815 -1.823 -1.803
H 0.945 1.737 3.996
H 2.757 1.361 -1.895
H -1.161 -4.412 -2.632
H -0.557 -0.943 1.445
H 1.065 3.121 -0.801
H -1.789 -0.266 -3.416
H -1.119 1.974 -2.713
H -1.036 -5.664 0.211
H -1.603 4.053 -1.959
H -2.448 2.233 1.850
H -1.547 -6.536 -1.287
H -0.951 4.854 -0.512
H -0.187 2.627 2.037
H 4.761 2.930 0.694
H 3.454 3.111 -0.499
H 1.364 -0.383 -2.910
H 4.766 1.931 -0.781
H 2.007 3.822 -2.964
H 0.010 -0.737 4.439
H 0.394 4.540 -3.434
H -0.536 -3.107 -0.053
H -2.906 -4.015 -0.087
H -3.123 0.631 2.217
H 0.582 -2.006 3.350
H 1.160 -2.396 0.853
*
```

Mulliken population analysis, charges in e, atoms 1 to 6: -0.624, -0.417, -0.329, -0.719, -0.168, 0.076

Record 2
Below is C26H33BrN5ORuS4SbSe4 as an isolated structure at a distorted geometry, with properties calculated with ωB97M-V with the def2-TZVPD basis set.

Computed properties:
HOMO (alpha / beta) = -0.3406 / -0.3799 Eh
strongest force on any atom = 0.048 Eh/bohr

Geometry as ORCA input:
```
! wB97M-V def2-TZVPD RIJCOSX def2/J DEFGRID3
* xyz 1 6
Sb -6.024 -2.125 0.775
Ru -2.079 -1.200 -0.386
Br -1.916 8.830 -2.085
Se -6.390 -1.160 2.970
Se -3.603 -2.488 1.067
Se -7.020 -4.346 0.575
Se -6.822 -0.827 -1.121
S 2.705 -2.806 0.861
S -3.413 -1.700 -2.230
S -0.453 -0.184 -1.783
S -0.977 -3.292 -0.658
O -0.963 -0.710 1.227
N -2.852 0.710 0.075
N 4.931 -4.188 0.620
N -1.657 4.470 3.118
N 5.208 -1.898 1.040
N -2.526 5.348 2.754
C -2.141 1.335 1.087
C -1.161 0.528 1.715
C -1.646 3.144 2.653
C 6.108 -4.360 -0.235
C -3.904 1.277 -0.406
C -4.391 2.500 0.128
C -1.104 6.811 -0.285
C -2.154 -4.137 -1.815
C 0.389 -2.906 -1.798
C -2.458 2.592 1.585
C 7.402 -0.850 1.273
C -3.649 3.146 1.081
C 7.154 -5.326 0.356
C 6.491 -1.917 1.806
C -3.255 7.142 1.428
C -0.479 1.000 2.847
C -2.700 -3.211 -2.912
C 4.395 -2.942 0.881
C -2.741 -0.429 -3.351
C -1.194 -0.328 -3.415
C -1.154 6.125 0.905
C -2.116 7.719 -0.581
C -0.741 2.279 3.223
C 0.843 -1.472 -1.702
C -3.203 7.971 0.327
C -2.250 6.210 1.702
H 4.652 -1.083 1.274
H -4.519 0.744 -1.117
H -3.956 8.702 0.131
H -4.087 7.187 2.128
H -2.905 -4.410 -1.127
H -0.129 2.649 4.040
H 7.472 -5.152 1.405
H -0.816 0.485 -3.994
H -1.625 -5.042 -2.172
H 1.598 -1.272 -2.477
H -1.953 -2.935 -3.669
H 5.812 -4.697 -1.273
H -3.153 0.489 -2.985
H 6.928 -2.918 1.744
H 6.863 0.102 1.296
H -0.757 -1.202 -3.958
H 8.058 -5.184 -0.212
H -3.177 -0.608 -4.377
H 0.105 -3.157 -2.825
H 7.804 -1.048 0.240
H 1.260 -1.297 -0.731
H 6.475 -3.350 -0.270
H 4.257 -4.907 0.539
H -4.105 3.984 1.544
H -0.320 5.503 1.201
H 6.243 -1.680 2.854
H -5.302 2.912 -0.290
H -0.272 6.743 -0.934
H 6.784 -6.349 0.295
H 0.260 0.428 3.375
H 1.237 -3.530 -1.499
H 8.269 -0.715 1.950
H -3.490 -3.728 -3.424
*
```

Mulliken population analysis, charges in e, atoms 1 to 6: 0.860, 1.093, -0.166, -0.194, -0.427, -0.204

Record 3
Below is C26H33Cl2NNaO as an isolated structure at a distorted geometry, with properties calculated with ωB97M-V with the def2-TZVPD basis set.

Computed properties:
HOMO = -0.1467 Eh
strongest force on any atom = 0.024 Eh/bohr

Geometry as ORCA input:
```
! wB97M-V def2-TZVPD RIJCOSX def2/J DEFGRID3
* xyz -1 1
Cl -5.295 -3.675 -0.247
Cl 0.045 -4.408 0.012
Na 0.790 0.321 0.823
O 0.142 -1.432 0.151
N -1.965 0.292 0.123
C 2.284 -1.336 3.661
C -4.582 -0.650 -0.077
C -2.984 1.117 0.099
C 1.313 1.188 2.954
C -2.203 -1.051 0.043
C 4.373 2.431 1.027
C -3.517 -1.577 -0.058
C -0.303 3.254 2.906
C -1.300 -3.293 -0.018
C -4.321 0.686 0.000
C 3.247 -0.500 2.800
C 0.932 2.468 2.506
C 5.297 1.360 0.434
C 4.501 -0.293 3.671
C 0.064 4.265 4.002
C -1.020 -1.918 0.066
C -0.852 4.023 1.697
C 2.599 0.851 2.433
C -3.685 -2.980 -0.133
C 5.169 3.177 2.113
C 3.031 1.967 1.632
C 4.115 3.421 -0.123
C 1.984 2.935 1.702
C -2.599 -3.808 -0.111
C 3.556 -1.391 1.579
C -1.405 2.335 3.450
H 4.236 0.297 4.555
H 4.909 -1.256 4.005
H 0.477 3.745 4.873
H 2.026 3.928 1.268
H 5.482 2.486 2.905
H -5.598 -1.017 -0.149
H -1.090 1.848 4.378
H -0.109 4.727 1.311
H -2.740 -4.880 -0.164
H 0.730 0.565 3.618
H -2.759 2.178 0.171
H 4.548 3.952 2.571
H -1.657 1.553 2.729
H 4.186 -0.907 0.842
H 6.221 1.842 0.093
H -0.814 4.842 4.322
H -2.312 2.911 3.663
H 4.839 0.877 -0.434
H 5.058 3.653 -0.633
H -1.751 4.590 1.969
H 3.692 4.365 0.231
H -1.103 3.333 0.887
H 1.344 -1.541 3.143
H 5.293 0.244 3.149
H -5.122 1.413 -0.007
H 4.060 -2.311 1.904
H 6.068 3.644 1.689
H 2.626 -1.698 1.083
H 2.059 -0.844 4.612
H 3.423 2.993 -0.849
H 0.824 4.964 3.636
H 2.754 -2.299 3.883
H 5.579 0.590 1.146
*
```

Mulliken population analysis, charges in e, atoms 1 to 6: -0.307, -0.252, 1.023, -0.921, -0.237, -2.205

Record 4
Below is C26H33EuN5OS3 as an isolated structure at a distorted geometry, with properties calculated with ωB97M-V with the def2-TZVPD basis set.

Computed properties:
HOMO (alpha / beta) = -0.4742 / -0.4947 Eh
strongest force on any atom = 0.049 Eh/bohr

Geometry as ORCA input:
```
! wB97M-V def2-TZVPD RIJCOSX def2/J DEFGRID3
* xyz 2 8
Eu 0.105 1.305 -1.623
S 0.353 -1.298 -0.601
S -0.387 1.455 1.115
S 0.125 4.030 -1.607
O 3.359 2.190 0.030
N 0.053 -2.406 1.770
N 1.337 0.845 -3.638
N -1.291 6.034 -2.599
N -1.450 -0.294 2.783
N 0.911 5.931 -3.265
C 0.027 0.923 7.354
C -0.363 -2.417 3.162
C -1.331 0.657 7.313
C 1.758 -0.895 -6.550
C -1.732 -4.334 0.401
C 1.878 0.542 -4.619
C 0.079 1.055 4.960
C -1.696 -6.688 1.859
C -2.796 -5.213 0.316
C 2.554 1.725 -0.586
C -1.990 0.581 6.095
C 2.550 1.507 -6.693
C -1.656 -1.635 3.301
C -0.123 5.429 -2.609
C -2.778 -6.392 1.046
C -1.523 7.374 -3.110
C -0.636 -4.635 1.204
C -0.716 -0.127 1.701
C -0.632 -5.804 1.955
C -2.001 0.778 3.576
C 0.734 1.119 6.178
C -0.120 -1.315 1.049
C 0.534 -3.668 1.257
C 3.977 -0.234 -5.536
C 2.538 0.225 -5.836
C -1.289 0.808 4.918
H -1.883 0.503 8.226
H 3.039 1.281 -7.636
H -1.337 7.429 -4.183
H 0.426 -1.974 3.782
H 0.536 0.983 8.303
H -3.603 -7.081 0.973
H 4.466 -0.453 -6.481
H 4.543 0.541 -5.028
H -2.052 5.593 -2.102
H -2.558 7.650 -2.928
H 1.540 1.851 -6.903
H -3.063 0.577 3.736
H 0.208 -6.047 2.587
H -3.639 -4.977 -0.315
H 1.821 5.504 -3.197
H -1.679 -7.604 2.427
H 1.295 -4.049 1.943
H 0.623 1.219 4.040
H -1.942 -1.568 4.352
H 3.103 2.303 -6.201
H 0.974 -3.524 0.269
H 1.794 1.319 6.207
H -2.469 -2.122 2.748
H 2.257 -1.109 -7.492
H -0.882 8.093 -2.594
H 0.840 6.797 -3.780
H 1.741 -1.805 -5.957
H -0.513 -3.450 3.478
H -1.886 1.729 3.053
H 3.987 -1.134 -4.928
H 0.736 -0.594 -6.764
H -3.050 0.380 6.072
H -1.737 -3.419 -0.176
*
```

Mulliken population analysis, charges in e, atoms 1 to 6: 0.881, -0.366, -0.402, -0.429, -0.123, 0.125

Record 5
Below is a 2-piece molecular cluster, C26H33N3O5 overall at a distorted geometry, with properties calculated with ωB97M-V with the def2-TZVPD basis set.

Computed properties:
HOMO = -0.2818 Eh
strongest force on any atom = 0.041 Eh/bohr

Geometry as ORCA input:
```
! wB97M-V def2-TZVPD RIJCOSX def2/J DEFGRID3
* xyz 0 1
O -3.306 0.559 2.980
O 4.361 3.179 -0.352
O -1.375 1.463 3.993
O 0.579 0.704 3.219
O -3.170 -0.561 1.040
N -0.966 -3.327 0.095
N 1.301 -2.802 0.034
N -0.090 -1.553 -1.295
C 2.443 -2.126 -0.547
C 0.054 -2.551 -0.448
C 0.181 1.334 -4.572
C 0.558 -0.738 -5.771
C -0.572 0.613 0.500
C 0.947 2.579 0.921
C -2.638 0.204 1.824
C 1.561 0.905 -0.714
C -0.391 0.618 -3.512
C 2.780 1.487 -0.913
C -2.154 -3.721 -0.644
C 3.118 2.655 -0.169
C -3.453 1.691 5.108
C 0.638 1.369 0.250
C -0.473 -0.771 -3.576
C 1.603 -3.957 0.858
C 0.656 0.655 -5.703
C 0.008 -1.452 -4.707
C 2.154 3.223 0.715
C -3.020 2.986 2.976
C -2.783 1.694 3.729
C -1.240 -3.245 1.533
C 4.708 4.371 0.397
C -0.582 0.967 2.984
C -1.263 0.713 1.682
C -1.012 -1.581 -2.402
H -4.534 1.793 5.005
H 0.237 2.416 -4.511
H -1.882 -4.131 -1.623
H -1.094 -2.603 -2.807
H 2.163 -1.759 -1.535
H 5.773 4.505 0.206
H 3.471 1.064 -1.645
H 2.776 -1.292 0.086
H -4.097 3.130 2.849
H -2.027 -1.229 -2.105
H -0.039 -2.544 -4.750
H -2.533 2.971 1.998
H 2.558 -4.371 0.508
H 2.353 4.150 1.265
H -2.632 -4.511 -0.056
H 4.528 4.237 1.475
H -3.078 2.530 5.697
H -0.310 -3.156 2.105
H -1.902 -2.387 1.747
H 4.143 5.237 0.021
H -1.769 -4.163 1.832
H -3.226 0.765 5.642
H -2.644 3.831 3.558
H 1.258 0.016 -1.263
H 1.717 -3.694 1.920
H 1.101 1.207 -6.531
H 3.251 -2.855 -0.651
H 0.207 3.007 1.602
H -2.862 -2.888 -0.754
H 0.902 -1.283 -6.651
H -0.763 1.129 -2.618
H 0.826 -4.723 0.752
H -1.040 0.017 -0.280
*
```

Mulliken population analysis, charges in e, atoms 1 to 6: -0.380, -0.458, -0.367, -0.606, -0.608, 0.121

Record 6
Below is C26H34BiClO2 as an isolated structure at a distorted geometry, with properties calculated with ωB97M-V with the def2-TZVPD basis set.

Computed properties:
HOMO = -0.2565 Eh
strongest force on any atom = 0.044 Eh/bohr

Geometry as ORCA input:
```
! wB97M-V def2-TZVPD RIJCOSX def2/J DEFGRID3
* xyz 0 1
Bi -0.664 1.140 1.103
Cl 0.513 3.162 4.793
O -1.639 -1.571 -3.953
O 0.420 -1.309 -0.731
C 0.255 4.381 3.610
C 2.601 1.410 2.681
C 0.581 -1.910 2.959
C 0.918 5.596 3.757
C -1.469 2.943 2.411
C -2.800 -0.965 -4.540
C 1.100 -2.512 -1.169
C -1.345 -0.654 2.680
C -0.716 5.185 1.573
C 2.213 0.883 0.467
C 3.287 0.225 2.386
C -2.314 -2.982 -5.850
C -0.644 4.167 2.541
C -0.334 6.485 1.894
C -0.226 -3.118 -1.670
C 1.650 -3.270 0.012
C -3.331 -1.840 -5.683
C -1.433 -2.861 -4.605
C 1.899 1.835 1.505
C 0.747 -0.714 3.693
C -0.696 -1.900 2.361
C 0.473 6.708 3.020
C -0.409 0.093 3.526
C -0.883 -1.848 -1.156
C 3.062 -0.097 1.024
C 2.125 -2.152 -2.232
H 1.302 -2.713 2.904
H 0.807 -3.614 0.629
H -1.165 -2.733 1.856
H -2.290 3.039 1.683
H -1.674 -2.870 -6.729
H -1.687 -3.707 -3.933
H 1.603 -0.472 4.312
H 1.679 -1.562 -3.045
H -0.656 7.320 1.268
H -1.595 -2.018 -0.337
H 1.741 5.680 4.464
H -3.560 -0.883 -3.747
H 1.931 0.968 -0.582
H -2.406 -0.441 2.560
H -0.638 0.985 4.098
H -4.296 -2.247 -5.391
H -0.549 -4.030 -1.155
H -1.313 -1.191 -1.917
H -2.787 -3.968 -5.892
H -0.363 -2.951 -4.862
H 2.918 -1.527 -1.793
H -0.267 -3.244 -2.738
H -2.553 0.056 -4.866
H 3.515 -0.925 0.479
H 2.611 1.958 3.626
H -1.886 2.584 3.346
H 2.582 -3.072 -2.635
H 2.292 -2.614 0.616
H 3.896 -0.373 3.070
H -1.183 4.931 0.615
H -3.448 -1.284 -6.609
H 1.475 2.832 1.368
H 0.791 7.713 3.285
H 2.230 -4.139 -0.354
*
```

Mulliken population analysis, charges in e, atoms 1 to 6: 0.986, -0.169, -0.230, -0.199, 0.780, -0.535